Formula: C6H14OSi
Source: OMol25
Level of theory: wB97M-V/def2-TZVPD

The geometry in ORCA input format:
```
! wB97M-V def2-TZVPD RIJCOSX def2/J DEFGRID3
* xyz 0 1
C -0.95 0.64 -3.82
C -1.56 1.30 -2.59
Si -0.72 1.35 -1.05
O -1.56 1.52 0.36
H -0.49 -0.27 -3.58
H -1.68 0.43 -4.63
H -0.18 1.33 -4.38
H -2.37 2.02 -2.98
H 0.52 0.78 -0.40
H -2.34 1.92 0.58
C -0.43 -1.81 2.20
C 0.57 -1.61 1.11
C 1.58 -0.68 1.19
C 2.11 0.18 2.28
H -1.36 -2.28 1.88
H -0.59 -0.89 2.67
H -0.06 -2.61 2.94
H 0.49 -2.09 0.12
H 2.33 -0.72 0.45
H 1.78 1.19 1.98
H 1.77 0.11 3.29
H 3.15 0.20 2.39
*
```

## Properties
Molar mass: 130.3 Da
Calculated total energy: -16371.2439 eV
Lowest unoccupied orbital energy: 0.43 eV
Max |F|: 3.3 eV Å⁻¹
Energy above the lowest of the compared OMol25 structures with the same formula, charge and spin: 443.7 kJ/mol
Frontier orbital gap: 7.97 eV
Highest occupied orbital energy: -0.2771 Eh

Which charges does Mulliken predict for the atoms? In e, they are: -1.017 -0.208 0.322 -0.468 0.331 0.303 0.215 0.247 -0.047 0.309 -1.192 0.148 -0.590 -1.101 0.342 0.342 0.273 0.360 0.473 0.249 0.347 0.363

=====

Formula: C27H37N11S2SeSn
Source: OMol25
Level of theory: wB97M-V/def2-TZVPD

The geometry in ORCA input format:
```
! wB97M-V def2-TZVPD RIJCOSX def2/J DEFGRID3
* xyz 2 1
Sn -0.40 0.74 -0.14
Se -0.98 6.55 5.40
N -1.55 4.86 5.31
C -1.19 4.39 4.15
C -1.48 3.03 3.71
C -2.19 2.12 4.51
C -2.43 0.86 4.01
C -1.97 0.53 2.74
N -1.29 1.38 1.97
C -1.05 2.62 2.45
C -0.29 3.54 1.59
N 0.11 3.06 0.40
C 0.76 3.85 -0.44
C 1.07 5.17 -0.13
C 0.68 5.67 1.09
C -0.02 4.85 1.98
C -0.47 5.29 3.29
N -0.25 6.49 3.77
H -2.52 2.43 5.49
H -2.97 0.12 4.59
H -2.16 -0.44 2.30
H 1.04 3.41 -1.39
H 1.60 5.78 -0.85
H 0.90 6.69 1.38
C -4.63 -1.31 -1.68
N -3.92 -2.34 -0.95
C -4.65 -3.57 -0.73
C -2.77 -2.05 -0.28
N -2.41 -0.82 0.03
N -1.98 -3.10 0.05
C -1.74 -4.19 -0.89
C -0.95 -2.94 1.06
H -5.14 -1.77 -2.53
H -3.94 -0.57 -2.07
H -5.39 -0.81 -1.06
H -5.68 -3.33 -0.43
H -4.19 -4.16 0.06
H -4.70 -4.18 -1.64
H -3.21 -0.20 -0.06
H -2.34 -4.06 -1.78
H -1.98 -5.16 -0.44
H -0.69 -4.19 -1.18
H -1.30 -2.31 1.87
H -0.03 -2.52 0.64
H -0.72 -3.92 1.47
S 1.08 0.41 -3.47
C 1.40 0.88 -5.04
N 2.23 0.29 -5.89
C 2.49 0.95 -7.17
C 1.31 1.90 -7.40
S 0.63 2.26 -5.76
H 2.78 -0.50 -5.57
H 2.55 0.20 -7.96
H 3.43 1.49 -7.12
H 0.54 1.44 -8.02
H 1.64 2.82 -7.87
C 2.94 -3.58 -0.33
C 2.61 -2.52 -1.36
N 1.85 -1.45 -0.71
C 2.03 -1.08 0.58
N 1.35 0.00 1.02
C 1.79 0.54 2.30
C 1.97 -0.58 3.31
C 3.03 -1.52 2.79
N 2.81 -1.82 1.37
C 3.64 -2.90 0.83
H 3.58 -4.34 -0.77
H 2.03 -4.07 0.02
H 2.01 -2.91 -2.18
H 3.53 -2.11 -1.79
H 1.62 -0.70 -1.35
H 1.05 1.25 2.66
H 2.72 1.10 2.17
H 1.02 -1.11 3.42
H 2.26 -0.20 4.29
H 3.03 -2.46 3.33
H 4.02 -1.08 2.90
H 3.81 -3.61 1.64
H 4.61 -2.51 0.52
*
```

## Properties
Molar mass: 777.5 Da
Calculated total energy: -137829.0442 eV
Lowest unoccupied orbital energy: -5.51 eV
Max |F|: 0.4 eV Å⁻¹
Energy above the lowest of the compared OMol25 structures with the same formula, charge and spin: 53.3 kJ/mol
Frontier orbital gap: 7.27 eV
Highest occupied orbital energy: -0.4697 Eh

Which charges does Mulliken predict for the atoms? In e, they are: 0.671 0.334 -0.843 0.911 0.517 -0.736 -1.255 0.067 0.229 -0.703 0.091 0.132 -0.264 -0.901 -0.499 0.353 0.943 -0.851 0.578 0.506 0.286 0.472 0.443 0.566 -1.244 0.097 -1.165 0.416 -0.197 0.198 -1.125 -0.763 0.362 0.434 0.361 0.416 0.344 0.346 0.173 0.411 0.353 0.235 0.200 0.154 0.446 -0.363 0.133 -0.179 -0.546 -0.504 -0.073 0.208 0.314 0.279 0.320 0.372 -0.534 -0.662 0.685 0.024 -0.017 -0.210 -0.605 -0.746 0.145 -0.710 0.413 0.158 0.384 0.340 -0.372 -0.164 0.326 0.211 0.403 0.452 0.338 0.394 0.291

=====

Formula: C9H6F8IP
Source: OMol25
Level of theory: wB97M-V/def2-TZVPD

The geometry in ORCA input format:
```
! wB97M-V def2-TZVPD RIJCOSX def2/J DEFGRID3
* xyz 0 1
F -1.80 0.47 -0.81
C -0.76 0.58 -1.64
F -0.40 1.86 -1.70
F 0.25 -0.12 -1.13
C -1.18 0.00 -3.02
F -2.41 0.48 -3.34
F -1.28 -1.34 -2.84
C -0.23 0.25 -4.21
F 1.01 -0.15 -3.80
F -0.62 -0.59 -5.20
P -0.29 1.99 -5.01
I 2.08 2.53 -5.02
H -0.65 2.69 -3.85
F 1.46 -0.60 5.98
C 0.99 -0.66 4.72
C -0.36 -0.86 4.52
C -0.84 -0.92 3.22
C 0.03 -0.79 2.14
C 1.39 -0.59 2.37
C 1.88 -0.52 3.67
H -1.02 -0.96 5.37
H -1.89 -1.07 3.04
H -0.35 -0.84 1.13
H 2.07 -0.49 1.54
H 2.93 -0.36 3.87
*
```

## Properties
Molar mass: 424.0 Da
Calculated total energy: -48559.8381 eV
Lowest unoccupied orbital energy: -0.56 eV
Max |F|: 0.3 eV Å⁻¹
Frontier orbital gap: 8.75 eV
Highest occupied orbital energy: -0.3422 Eh

Which charges does Mulliken predict for the atoms? In e, they are: -0.262 0.838 -0.268 -0.247 0.472 -0.278 -0.286 0.574 -0.244 -0.253 -0.097 0.010 0.075 -0.316 0.314 -0.414 -0.426 -0.340 -0.357 -0.439 0.413 0.366 0.375 0.379 0.411

=====

Formula: C4H7NO2
Source: OMol25
Level of theory: wB97M-V/def2-TZVPD

The geometry in ORCA input format:
```
! wB97M-V def2-TZVPD RIJCOSX def2/J DEFGRID3
* xyz 0 1
O -0.68 2.44 -1.18
O -0.30 1.16 -1.70
C -0.06 0.36 -0.62
C 0.01 0.71 0.65
C 0.20 -0.51 1.51
N 0.18 -1.65 0.57
C 0.22 -1.12 -0.81
H -0.13 3.02 -1.72
H -0.02 1.73 1.00
H 1.14 -0.46 2.07
H -0.61 -0.60 2.24
H -0.68 -2.16 0.69
H -0.48 -1.65 -1.46
H 1.22 -1.27 -1.24
*
```

## Properties
Molar mass: 101.1 Da
Calculated total energy: -9842.8129 eV
Lowest unoccupied orbital energy: 0.83 eV
Max |F|: 0.3 eV Å⁻¹
Energy above the lowest of the compared OMol25 structures with the same formula, charge and spin: 431.0 kJ/mol
Frontier orbital gap: 9.37 eV
Highest occupied orbital energy: -0.3139 Eh

Which charges does Mulliken predict for the atoms? In e, they are: -0.333 -0.281 0.427 -0.314 -0.548 -0.412 -0.590 0.322 0.449 0.233 0.251 0.299 0.301 0.197

=====

Formula: C19H25N7O3S3
Source: OMol25
Level of theory: wB97M-V/def2-TZVPD

The geometry in ORCA input format:
```
! wB97M-V def2-TZVPD RIJCOSX def2/J DEFGRID3
* xyz 0 1
C 5.07 1.78 2.50
C 6.25 0.98 1.94
N 5.89 -0.34 1.47
C 5.94 -1.49 2.33
C 4.80 -1.56 3.35
S 5.48 -0.53 -0.12
O 5.70 -1.90 -0.48
O 6.12 0.51 -0.88
C 3.71 -0.22 -0.15
C 2.84 -1.22 0.23
C 1.49 -0.97 0.26
C 1.00 0.30 -0.08
C -0.44 0.52 -0.03
N -1.32 -0.33 -0.49
N -2.54 0.19 -0.30
C -2.39 1.36 0.27
S -3.66 2.45 0.73
C -5.10 1.53 0.10
C -5.20 0.22 0.83
O -5.36 0.13 2.03
N -5.11 -0.93 0.07
C -4.74 -1.07 -1.24
N -4.94 -0.23 -2.19
N -4.46 -0.63 -3.36
C -3.92 -1.79 -3.35
C -3.32 -2.45 -4.53
S -3.94 -2.55 -1.77
N -1.07 1.64 0.46
C -0.56 2.74 1.23
C -0.69 2.47 2.73
C 1.89 1.28 -0.50
C 3.25 1.02 -0.53
H 4.66 1.31 3.38
H 5.41 2.78 2.76
H 4.29 1.86 1.75
H 7.03 0.87 2.70
H 6.67 1.50 1.08
H 5.91 -2.35 1.67
H 6.90 -1.50 2.86
H 3.84 -1.41 2.85
H 4.80 -2.54 3.82
H 4.91 -0.81 4.12
H 3.24 -2.20 0.47
H 0.78 -1.73 0.55
H -5.95 2.16 0.35
H -5.00 1.40 -0.98
H -5.08 -1.77 0.63
H -3.47 -1.82 -5.41
H -2.26 -2.60 -4.37
H -3.79 -3.42 -4.70
H -1.12 3.63 0.95
H 0.49 2.89 0.97
H -0.13 1.58 3.00
H -1.74 2.33 2.99
H -0.31 3.32 3.29
H 1.52 2.24 -0.85
H 3.96 1.76 -0.87
*
```

## Properties
Molar mass: 495.7 Da
Calculated total energy: -69187.0243 eV
Lowest unoccupied orbital energy: 0.14 eV
Max |F|: 1.5 eV Å⁻¹
Energy above the lowest of the compared OMol25 structures with the same formula, charge and spin: 31.8 kJ/mol
Frontier orbital gap: 8.62 eV
Highest occupied orbital energy: -0.3114 Eh

Which charges does Mulliken predict for the atoms? In e, they are: -0.621 -0.719 0.189 -0.533 -1.035 1.390 -0.734 -0.730 0.125 -0.572 -0.921 0.334 0.014 -1.014 0.371 0.155 -0.178 -0.371 0.234 -0.620 -0.075 0.524 -0.032 -0.833 0.596 -1.002 -0.240 0.224 -0.731 -1.097 -0.536 -0.771 0.212 0.401 0.011 0.359 0.362 0.318 0.365 0.251 0.393 0.296 0.618 0.504 0.458 0.357 0.239 0.309 0.281 0.297 0.491 0.308 0.301 0.350 0.410 0.762 0.556

=====

Formula: C4H3N3
Source: OMol25
Level of theory: wB97M-V/def2-TZVPD

The geometry in ORCA input format:
```
! wB97M-V def2-TZVPD RIJCOSX def2/J DEFGRID3
* xyz 0 1
N 3.01 0.26 0.18
C 2.07 -0.40 0.13
C 0.72 -0.75 -0.02
N -0.28 -1.56 0.14
C -1.39 -0.74 0.07
C -1.05 0.57 -0.10
N 0.27 0.67 -0.20
H -2.40 -1.11 0.13
H -1.66 1.44 -0.14
H 0.74 1.60 -0.20
*
```

## Properties
Molar mass: 93.1 Da
Calculated total energy: -8664.9848 eV
Lowest unoccupied orbital energy: 0.50 eV
Max |F|: 4.4 eV Å⁻¹
Energy above the lowest of the compared OMol25 structures with the same formula, charge and spin: 137.6 kJ/mol
Frontier orbital gap: 9.75 eV
Highest occupied orbital energy: -0.3399 Eh

Which charges does Mulliken predict for the atoms? In e, they are: -0.505 0.378 0.225 -0.513 -0.465 -0.109 -0.114 0.389 0.400 0.314

=====

Q: Among the records above, which one has the lowest highest occupied orbital energy?
A: C27H37N11S2SeSn

=====

Q: Which value of max |F| does entry 2 give?
A: 0.4 eV Å⁻¹